Molecular formula: C3H6FNO2S
Method: DFT, wB97M-V/def2-TZVPD

Summary:
**Total energy**: -820.99172 hartree
**Maximum force**: 3.0 eV/A
**Energy relative to the best compared isomer or geometry (same formula, charge and spin)**: 359.7 kJ/mol
**Gap between HOMO and LUMO (alpha / beta)**: 8.413 / 8.414 eV

XYZ file:
```
14
C3H6FNO2S (wB97M-V/def2-TZVPD)
C -0.688 0.974 -1.097
C -1.077 0.421 0.269
C 0.244 0.166 -0.317
N 2.334 -1.290 0.826
O 2.514 -0.020 -1.397
O 2.178 1.353 0.617
F -0.047 -2.186 -0.301
S 1.975 0.091 -0.059
H -1.176 0.654 -2.002
H -0.330 2.028 -1.128
H -1.375 1.177 1.131
H -1.769 -0.492 0.222
H 1.409 -1.582 1.120
H 2.899 -1.972 0.210
```